No. 1
# C5H13N4OS

C5H13N4OS as an isolated structure (ωB97M-V/def2-TZVPD, the Open Molecules 2025 dataset).

```
24
Properties=species:S:1:pos:R:3:forces:R:3
C -2.2713 0.1591 0.0675 0.34 0.67 -0.39
C 2.5675 0.4842 -0.1152 -3.19 1.52 -1.32
C 1.3390 0.6266 -1.0894 0.10 -2.16 0.85
C 2.5396 -0.8154 0.5337 -0.62 -0.55 -0.21
C -0.0113 0.9327 -0.3729 0.41 -0.50 3.11
N 1.2373 -1.3019 1.1888 3.24 0.65 1.81
N -1.0458 -0.1379 -0.3677 1.46 -0.67 0.04
N -2.5258 1.5183 0.2238 -1.47 -1.98 0.52
N -3.2639 -0.7046 0.4148 0.73 2.98 1.01
O -1.5386 -2.5106 -0.4972 0.99 -0.80 0.54
S -0.2828 -1.7433 -0.4382 -1.99 -0.12 -0.95
H 3.3929 0.8900 -0.6453 1.37 -0.89 -0.54
H 2.5231 1.1278 0.6931 -0.68 2.16 1.51
H 1.5222 1.4364 -1.7584 0.09 0.12 -0.94
H 1.3678 -0.4551 -1.5713 -0.46 2.66 0.07
H 2.7425 -1.5150 -0.1969 0.78 -2.10 -1.63
H 3.3994 -0.7857 1.1682 0.22 -0.79 1.29
H 0.2044 1.0249 0.7899 -0.28 0.39 -2.37
H -0.5647 1.7994 -0.6917 1.00 0.45 -0.50
H -2.1582 2.2176 -0.4028 0.16 -0.22 0.14
H -3.5263 1.5959 0.3442 0.01 0.74 0.00
H -3.4864 -1.5504 -0.0055 0.41 -1.85 -0.77
H -4.0065 -0.2847 0.9624 0.04 -0.13 -0.28
H 1.8460 -2.0084 1.7662 -2.67 0.39 -0.98
```
Positions in Å, forces in eV/Å.

Results
**Total charge**: +1
**Relative energy (zero: lowest compared OMol25 entry of this formula, charge and spin)**: 2.4849 eV
**Highest occupied orbital energy (alpha / beta)**: -0.442 / -0.487 Eh
**HOMO-LUMO gap (alpha / beta)**: 7.671 / 8.684 eV

***

No. 2
# CH2I2S

A 2-piece molecular cluster, CH2I2S overall (ωB97M-V/def2-TZVPD, the Open Molecules 2025 dataset).

```
6
Properties=species:S:1:pos:R:3:forces:R:3
C -0.1776 -0.4523 -0.1473 0.37 0.72 -0.32
S -0.1096 -0.4676 1.5502 0.03 -0.06 -0.12
I 2.4857 1.0571 -1.3119 -0.68 -0.40 0.32
I -1.6410 0.5301 -1.2374 0.29 -0.23 0.25
H 0.3082 -1.2804 -0.6344 0.03 -0.08 -0.10
H -0.8657 0.6131 1.7809 -0.04 0.06 -0.03
```
Positions in Å, forces in eV/Å.

Results
**Relative energy (zero: lowest compared OMol25 entry of this formula, charge and spin)**: 1.5641 eV
**Highest occupied orbital energy (alpha / beta)**: -0.335 / -0.295 Eh
**HOMO-LUMO gap (alpha / beta)**: 7.833 / 5.498 eV

***

No. 3
# C4H3NS

C4H3NS as an isolated structure (ωB97M-V/def2-TZVPD, the Open Molecules 2025 dataset).

```
9
Properties=species:S:1:pos:R:3:forces:R:3
C -3.4560 -0.6576 -0.0683 0.16 0.56 -0.13
C -4.7652 -0.5202 -0.0943 1.59 0.15 0.12
C -1.4916 -0.1883 -0.0145 -0.72 0.45 0.17
C -0.0641 0.0837 -0.0552 1.95 -0.70 1.04
N -2.1721 -1.2672 -0.1819 -1.03 0.25 0.23
S -2.6639 1.1368 0.1696 -0.90 -1.49 -0.07
H 0.4207 -0.5009 -0.8292 -0.11 0.05 -0.51
H 0.5634 -0.2426 0.8580 -1.43 0.79 -0.96
H 0.0354 1.1488 -0.2567 0.49 -0.05 0.11
```
Positions in Å, forces in eV/Å.

Results
**Relative energy (zero: lowest compared OMol25 entry of this formula, charge and spin)**: 3.8884 eV
**Highest occupied orbital energy**: -0.371 Eh
**HOMO-LUMO gap**: 8.523 eV

***

No. 4
# C40H51NP2Sc

C40H51NP2Sc as an isolated structure (ωB97M-V/def2-TZVPD, the Open Molecules 2025 dataset).

```
95
Properties=species:S:1:pos:R:3:forces:R:3
Sc -0.6889 0.1274 0.2421 1.01 0.50 0.52
C -0.6220 4.0492 1.5455 -0.28 1.20 -0.80
C -0.4948 4.2192 0.0121 0.32 -0.68 0.19
C 0.9111 4.7332 -0.3527 -0.34 1.20 0.30
P -0.7555 2.5552 -0.8493 0.32 0.30 0.46
C -2.3727 2.8094 -1.6722 0.29 0.87 0.19
C -3.0039 1.5957 -2.3310 0.95 -1.12 0.23
C -2.3238 3.9789 -2.6322 -0.68 0.37 -1.44
C 0.5322 2.2360 -2.0783 -0.62 -0.35 0.43
C 0.7630 3.1284 -3.1247 -0.76 0.18 -0.95
C 1.3587 2.7497 -4.3325 0.00 -0.30 0.39
C 1.4785 3.7589 -5.4306 1.12 -0.26 -1.99
C 1.7960 1.4089 -4.4652 -0.73 0.02 2.23
C 1.6785 0.5391 -3.3534 -0.58 1.99 0.28
C 1.0482 0.9180 -2.1000 1.66 0.49 -3.02
N 0.9937 0.0346 -1.0695 -2.34 0.53 1.74
C 1.7343 -1.1197 -0.9932 1.21 -1.80 0.37
C 3.1317 -1.1180 -1.1667 0.28 -0.58 -0.74
C 3.9083 -2.2946 -1.1917 -1.80 -0.24 0.76
C 3.2708 -3.5252 -0.8837 -0.59 0.47 -0.27
C 3.9159 -4.8385 -0.5924 0.00 -0.85 -0.32
C 1.8751 -3.5642 -0.7685 0.75 2.23 0.70
C 1.1234 -2.3806 -0.6876 0.34 0.28 -1.60
P -0.6735 -2.3799 -0.7383 -1.11 -0.63 -0.29
C -1.2323 -2.9305 -2.4685 2.08 1.05 -0.64
C -1.2046 -1.7735 -3.5020 -0.77 0.30 0.14
C -0.3434 -4.0657 -2.9975 -0.35 0.10 -0.52
C -1.3202 -3.8273 0.2209 0.15 -1.44 0.31
C -0.4671 -4.0833 1.5131 -0.11 0.91 -1.75
C -2.8673 -3.8051 0.4470 1.35 1.51 0.67
H -0.2184 4.9759 1.9550 -0.09 -0.01 0.31
H -1.6591 3.9732 1.8838 0.14 -0.31 -0.06
H -0.0170 3.2455 1.8974 0.31 -0.73 0.37
H -1.2912 4.9120 -0.3172 0.52 -0.31 -0.01
H 1.6853 3.9993 -0.3122 0.33 -0.89 0.10
H 0.9606 5.1559 -1.3520 -0.10 0.06 -0.05
H 1.2523 5.5187 0.3429 -0.43 -0.13 -0.18
H -2.9264 3.1281 -0.7663 -0.27 -0.26 -0.40
H -2.3247 1.0802 -3.0807 -0.78 0.94 0.64
H -3.1945 0.8415 -1.5527 -0.13 -0.09 -0.10
H -3.9688 1.8361 -2.7704 0.05 0.03 -0.20
H -1.8260 3.6513 -3.5872 -0.39 0.50 0.90
H -3.3724 4.2393 -2.9009 0.60 -0.06 0.05
H -1.8658 4.9119 -2.2514 -0.07 -0.64 -0.20
H 0.2689 4.1266 -3.0593 0.80 -0.86 -0.14
H 0.6196 3.7729 -6.1529 0.62 -0.10 0.73
H 1.6171 4.7552 -5.0423 -0.22 0.37 0.24
H 2.4196 3.5951 -6.0696 -1.35 -0.02 0.87
H 2.2136 1.0399 -5.3837 0.21 0.00 -0.23
H 2.1129 -0.4222 -3.3520 0.33 -0.98 -0.48
H 3.5832 -0.1714 -1.4360 0.15 0.01 0.13
H 4.9595 -2.2609 -1.4306 0.16 0.06 0.20
H 4.9988 -4.7662 -0.4386 -0.35 -0.14 0.23
H 3.3559 -5.2763 0.2674 0.99 0.24 -0.32
H 3.7338 -5.5587 -1.4120 0.24 0.31 0.15
H 1.3820 -4.4891 -0.6134 -0.25 -0.80 0.10
H -2.2308 -3.2842 -2.2671 -0.43 -0.13 -0.25
H -0.2647 -1.1969 -3.5628 -0.20 -0.59 0.13
H -1.5161 -2.0596 -4.5258 0.46 -0.36 0.52
H -1.9733 -1.0609 -3.2295 -0.17 0.41 0.22
H 0.6886 -3.7899 -3.3225 -0.77 0.00 0.74
H -0.3837 -4.8860 -2.3055 0.60 -0.52 0.32
H -0.8190 -4.4536 -3.8955 -0.13 0.01 -0.23
H -1.2360 -4.7427 -0.3961 0.51 0.47 -0.05
H -0.4042 -3.1661 2.0679 0.07 0.39 0.66
H -0.8390 -4.8711 2.0942 -1.09 -0.94 0.98
H 0.5414 -4.4129 1.2893 0.16 0.30 -0.27
H -3.1277 -2.9882 1.1481 -0.13 -0.27 -0.41
H -3.4064 -3.7038 -0.4869 -0.16 0.10 -0.09
H -3.1378 -4.7225 0.9201 -0.29 -0.70 0.26
C 2.2742 -0.9149 6.7691 -0.14 0.07 -0.41
C 0.9724 -1.2272 6.3209 1.46 0.39 -0.14
C 0.6247 -0.9492 5.0134 0.21 0.08 -1.08
C 1.5283 -0.2886 4.1581 0.59 1.41 0.92
C 2.8114 0.0981 4.6345 -0.82 -0.80 -1.51
C 3.1975 -0.3041 5.8907 -0.74 0.18 0.88
C 1.1658 0.2281 2.8307 1.20 -1.31 0.54
C -0.0362 0.3558 2.3137 -1.91 0.82 -1.94
C -1.3105 0.6972 2.9328 -0.47 -1.12 1.86
C -2.5521 0.2443 2.3897 0.69 0.84 0.26
C -3.7816 0.7278 2.9068 1.21 -1.08 -0.85
C -3.7763 1.5246 4.0202 -0.32 0.78 0.28
C -2.5760 1.9211 4.6499 1.49 -1.07 -0.38
C -1.3230 1.4547 4.1729 -2.34 0.29 -1.84
H 2.5588 -1.1509 7.8054 -0.08 0.13 -0.63
H 0.2832 -1.6848 6.9897 -0.44 -0.35 0.36
H -0.3244 -1.2603 4.5646 0.17 0.16 0.48
H 3.4657 0.6111 3.8848 -0.39 -0.43 1.12
H 4.1692 -0.0242 6.2288 0.57 -0.06 0.37
H 2.0150 0.4127 2.1757 0.14 -0.30 -0.07
H -2.5532 -0.5543 1.6113 -0.21 0.39 0.38
H -4.6774 0.3779 2.4084 -0.20 0.20 0.31
H -4.7455 1.8733 4.3806 0.39 0.00 0.14
H -2.5855 2.5146 5.5592 -0.18 -0.02 -0.15
H -0.3646 1.7060 4.5962 -0.07 0.18 0.27
```
Positions in Å, forces in eV/Å.

Results
**Total charge**: +1
**Relative energy (zero: lowest compared OMol25 entry of this formula, charge and spin)**: 0.0000 eV
**Highest occupied orbital energy**: -0.356 Eh
**HOMO-LUMO gap**: 6.886 eV

***

No. 5
# C33H23F4NP

C33H23F4NP as an isolated structure (ωB97M-V/def2-TZVPD, the Open Molecules 2025 dataset).

```
62
Properties=species:S:1:pos:R:3:forces:R:3
C 0.1184 5.1068 -0.5791 0.05 -0.42 -0.08
C -1.0243 4.9485 -1.3677 -0.15 -0.19 0.08
C -1.7205 3.7364 -1.3598 0.18 -0.30 -0.01
C -1.2435 2.6557 -0.5908 -0.44 0.33 0.45
P -1.9677 0.9750 -0.7861 2.36 -0.25 1.04
C -1.2071 0.3672 -2.3448 -0.83 -0.18 -0.59
C -1.6550 -0.8459 -2.8969 0.11 0.26 0.23
C -0.9325 -1.4397 -3.9283 -0.06 0.06 0.03
C 0.2000 -0.8178 -4.4572 -0.04 0.16 0.34
C 0.6192 0.4100 -3.9449 -0.19 -0.08 0.14
C -0.0800 1.0066 -2.8992 -0.41 0.22 0.54
C -1.2699 -0.1643 0.4499 -0.23 -0.33 0.18
C -1.9594 -0.1918 1.6651 0.11 0.13 -0.07
C -1.5056 -0.9544 2.7298 0.26 -0.24 0.11
C -0.4096 -1.8042 2.5489 -0.10 0.25 -0.10
C 0.2412 -1.8612 1.3115 -0.20 0.18 0.06
C -0.1689 -1.0293 0.2680 -0.18 0.30 -0.13
C -3.7559 1.1502 -0.4034 -3.03 0.47 -0.15
C -4.5231 0.8680 -1.5941 -1.80 -0.01 -2.73
N -5.2340 0.5383 -2.4731 2.06 0.82 2.09
C -0.1727 2.8664 0.2904 -0.07 -0.34 -0.28
C 0.5342 4.0684 0.2594 -0.21 0.08 -0.08
H 0.6991 6.0264 -0.6366 -0.20 -0.19 0.08
H -1.3644 5.7663 -2.0042 0.03 -0.25 0.22
H -2.6300 3.6120 -1.9507 0.32 0.10 -0.07
H -2.5647 -1.3045 -2.5038 0.31 -0.06 -0.17
H -1.2496 -2.4008 -4.3162 -0.04 0.12 -0.02
H 0.7676 -1.2904 -5.2551 -0.17 0.06 0.13
H 1.4978 0.9105 -4.3415 -0.16 -0.10 0.01
H 0.2392 1.9680 -2.4923 0.02 -0.32 -0.20
H -2.8839 0.3676 1.7628 0.40 0.14 0.16
H -1.9984 -0.8837 3.7014 0.07 -0.15 -0.32
H -0.0729 -2.4229 3.3786 -0.03 0.11 -0.22
H 1.0731 -2.5528 1.1674 -0.25 0.27 0.00
H 0.3509 -1.0657 -0.6893 -0.10 0.05 0.23
H -3.8760 2.1551 0.0544 0.13 -0.32 -0.94
H 0.0970 2.0710 0.9840 0.21 0.16 -0.23
H 1.4199 4.1832 0.8801 -0.25 0.03 -0.04
F -5.8763 3.9844 3.8765 0.32 -1.57 -0.32
C -5.5188 2.6739 3.6372 -0.19 0.87 -0.17
C -5.0211 1.9256 4.6961 -0.07 0.00 -0.38
C -4.6111 0.6375 4.3826 0.42 -0.28 0.59
F -3.9564 -0.0682 5.3643 -0.84 0.38 -0.90
C -4.7500 0.0673 3.1240 0.05 0.09 -0.49
C -5.2032 0.8667 2.0539 0.32 0.86 0.88
C -5.2356 0.3710 0.6367 1.20 -3.07 1.14
C -6.7091 0.2221 0.2318 -1.32 0.55 -1.38
C -7.3095 -1.0499 0.0251 0.63 -0.01 0.14
C -8.6913 -1.1772 -0.1595 -0.49 -0.45 -0.22
F -9.2547 -2.4099 -0.4230 1.03 1.26 0.51
C -9.5781 -0.1021 -0.1269 0.69 0.34 0.07
C -8.9811 1.1483 0.0081 0.14 0.81 -0.21
F -9.7932 2.2713 -0.0399 1.18 -1.45 0.14
C -7.5905 1.3233 0.1397 0.00 0.24 0.22
C -5.6086 2.1817 2.3323 0.28 0.24 0.15
H -4.9419 2.3314 5.7008 0.07 -0.08 -0.23
H -4.4603 -0.9671 2.9409 0.03 0.27 0.19
H -4.7860 -0.6587 0.5838 -0.62 0.89 0.29
H -6.6876 -1.9455 0.0366 -0.26 0.14 -0.08
H -10.6584 -0.2104 -0.2142 0.37 -0.07 -0.07
H -7.1726 2.3325 0.2081 -0.61 -0.39 -0.17
H -5.9592 2.8303 1.5246 0.22 -0.09 0.62
```
Positions in Å, forces in eV/Å.

Results
**Total charge**: +1
**Highest occupied orbital energy**: -0.436 Eh
**HOMO-LUMO gap**: 7.652 eV

***

No. 6
# C2H8NS2

C2H8NS2 as an isolated structure (ωB97M-V/def2-TZVPD, the Open Molecules 2025 dataset).

```
13
Properties=species:S:1:pos:R:3:forces:R:3
C -0.3797 0.0730 1.3768 -5.82 4.35 2.98
N -1.7566 0.1799 2.2199 1.49 3.35 -3.08
H 0.1453 -0.8027 1.3375 1.51 -2.12 0.46
H 0.0141 1.1146 1.2591 0.29 -1.22 -0.16
H -2.3018 0.8092 1.3854 1.16 -1.80 3.35
H -1.6314 0.9639 3.0201 0.02 -2.07 -2.12
C 2.0255 0.0933 -2.3250 -1.98 -0.40 -2.94
S 0.5149 -0.0834 -0.9220 0.75 -0.59 0.42
S -1.5831 -0.8101 -0.4250 1.71 4.91 -6.14
H 1.8257 -0.8980 -2.6941 -0.37 -0.37 -1.11
H 2.1152 0.9127 -3.1127 -0.91 -0.78 1.40
H 2.8182 -0.1007 -1.6989 1.69 0.57 2.45
H -1.8064 -1.4517 0.5789 0.45 -3.82 4.50
```
Positions in Å, forces in eV/Å.

Results
**Total charge**: +2
**Multiplicity**: 2
**⟨S²⟩**: 0.7712
**Relative energy (zero: lowest compared OMol25 entry of this formula, charge and spin)**: 9.6665 eV
**Highest occupied orbital energy (alpha / beta)**: -0.729 / -0.724 Eh
**HOMO-LUMO gap (alpha / beta)**: 6.375 / 6.025 eV

***

Record-wise calculated total energy values, in eV: -24227.8941; -28103.9006; -16516.3615; -83069.8137; -56233.8753; -25335.6168